{"formula": "C9H13N3O2Si", "method": "ωB97M-V with the def2-TZVPD basis set", "charge": 0, "orbital_gap_ev": [4.32, 4.40], "total_energy_ha": -954.74928, "multiplicity": 1, "e_homo_ha": [-0.3084, -0.3115], "species": ["C", "C", "C", "C", "C", "C", "C", "C", "C", "N", "N", "N", "O", "O", "Si", "H", "H", "H", "H", "H", "H", "H", "H", "H", "H", "H", "H", "H"], "coordinates": [[1.537, 1.787, 2.493], [0.316, 1.467, 3.131], [2.173, 0.745, 1.753], [-0.316, 0.264, 2.972], [1.514, -0.424, 1.565], [0.242, -0.638, 2.149], [-0.534, 1.645, -2.562], [-1.960, -0.571, -1.130], [-0.096, -1.398, -3.085], [0.865, -2.335, 0.801], [1.823, -1.523, 0.811], [-0.111, -1.949, 1.627], [-1.199, -2.546, 1.741], [0.947, 0.032, -0.762], [-0.217, -0.027, -1.744], [2.131, 2.626, 2.700], [-0.068, 2.172, 3.808], [3.159, 0.886, 1.290], [-1.376, 0.142, 3.437], [-1.641, 2.072, -2.530], [0.055, 2.380, -1.924], [-0.130, 1.748, -3.557], [-2.166, 0.109, -0.374], [-2.662, -0.228, -1.865], [-2.093, -1.643, -0.843], [-1.031, -1.461, -3.549], [0.635, -1.188, -3.951], [0.202, -2.145, -2.403]], "mulliken_charge": [-0.780, -0.312, -0.372, -0.690, 0.564, 0.700, -1.050, -1.259, -1.057, -0.658, -0.087, 1.084, -0.483, -0.463, 0.467, 0.465, 0.430, 0.364, 0.311, 0.277, 0.240, 0.361, 0.378, 0.455, 0.257, 0.347, 0.282, 0.229]}